[1]
{
  "formula": "C4H7ClO2",
  "method": "ωB97M-V with the def2-TZVPD basis set",
  "species": ["C", "C", "C", "C", "O", "O", "Cl", "H", "H", "H", "H", "H", "H", "H"],
  "xyz": [[-0.92357, -0.42371, 0.34198], [-1.52692, 0.74877, -0.66900], [0.21764, -1.15057, -0.12825], [1.59953, -0.63077, -0.16093], [-1.86835, 0.31481, -1.89690], [-0.89097, 0.39746, -2.81714], [-0.04184, -2.65940, -0.86643], [-0.67984, 0.17135, 1.21865], [-1.76351, -1.08357, 0.53029], [-2.44402, 1.06327, -0.16458], [-0.77203, 1.53983, -0.69103], [1.64392, 0.38723, 0.21692], [1.99197, -0.65889, -1.17889], [2.25167, -1.26627, 0.44197]],
  "mulliken_charge": [-0.78, -0.31, 0.42, -1.10, -0.04, -0.31, -0.20, 0.30, 0.40, 0.31, 0.34, 0.31, 0.30, 0.34],
  "e_tot_ha": -767.08097,
  "lumo_energy_ev": [0.173, -0.885],
  "homo_lumo_gap_ev": [10.4, 6.6]
}



[2]
{
  "formula": "C12H44O16",
  "method": "ωB97M-V with the def2-TZVPD basis set",
  "species": ["O", "C", "C", "O", "H", "H", "H", "H", "H", "H", "O", "C", "C", "O", "H", "H", "H", "H", "H", "H", "O", "C", "C", "O", "H", "H", "H", "H", "H", "H", "O", "C", "C", "O", "H", "H", "H", "H", "H", "H", "O", "C", "C", "O", "H", "H", "H", "H", "H", "H", "O", "C", "C", "O", "H", "H", "H", "H", "H", "H", "O", "H", "H", "O", "H", "H", "O", "H", "H", "O", "H", "H"],
  "xyz": [[2.03622, -0.21195, 3.98025], [3.42363, -0.13158, 4.08854], [3.97778, 1.23880, 3.70553], [3.47888, 1.64842, 2.42103], [1.82192, -0.49551, 3.08330], [3.78351, -0.37374, 5.10816], [3.88430, -0.85523, 3.40668], [5.07558, 1.13345, 3.63147], [3.69612, 2.04236, 4.38026], [3.42592, 0.87979, 1.84843], [-4.25943, 3.29540, -0.69815], [-3.77453, 2.18985, -1.38754], [-4.73340, 1.00448, -1.30049], [-4.69822, 0.51439, 0.06198], [-4.10857, 3.07433, 0.26315], [-3.62630, 2.45708, -2.43073], [-2.79078, 1.83564, -1.07074], [-4.53311, 0.11042, -1.93659], [-5.77039, 1.29353, -1.57687], [-5.51925, 0.02719, 0.08347], [-1.62872, -3.77560, -4.43734], [-1.64340, -2.66911, -3.53163], [-1.96652, -1.42951, -4.38142], [-3.26258, -1.42221, -4.89783], [-1.56496, -4.57960, -3.89593], [-2.31393, -2.82647, -2.67768], [-0.63327, -2.59123, -3.07819], [-1.20217, -1.37575, -5.18986], [-1.93030, -0.56824, -3.69932], [-3.28761, -2.12844, -5.55359], [1.58862, -2.99244, -0.01248], [2.59192, -2.88010, 0.97007], [3.95318, -3.32986, 0.38769], [4.40725, -2.32221, -0.47434], [2.00125, -3.39602, -0.77907], [2.61150, -1.87026, 1.35130], [2.35944, -3.45678, 1.89168], [3.73473, -4.24742, -0.15056], [4.72973, -3.40962, 1.14283], [3.83211, -2.40664, -1.27131], [0.85166, 2.17742, 1.61213], [0.27109, 3.38195, 2.12476], [-0.02176, 3.24582, 3.61191], [-1.04928, 2.31199, 3.72790], [1.73051, 1.97916, 1.95398], [0.93280, 4.22109, 1.88382], [-0.61729, 3.60203, 1.55715], [-0.31826, 4.20737, 4.02068], [0.88908, 2.92785, 4.11559], [-1.05164, 1.97180, 4.61698], [0.56120, -0.35973, 1.84930], [-0.58554, -0.88725, 1.13933], [-0.47012, -0.39257, -0.29534], [-0.63169, 1.01213, -0.38646], [0.29023, 0.57826, 1.84618], [-0.53867, -1.96970, 1.17094], [-1.54821, -0.51007, 1.52024], [-1.23979, -0.86347, -0.91649], [0.50744, -0.70360, -0.68250], [0.19575, 1.41054, -0.13129], [2.43463, -2.52661, -2.89358], [1.92110, -3.15602, -3.40917], [2.03901, -1.64939, -2.96829], [-0.63503, 1.72443, -3.14569], [-1.35638, 2.35025, -3.30274], [-0.71369, 1.49768, -2.21280], [-3.58121, 2.43337, 2.08406], [-3.90899, 1.60445, 1.69632], [-2.83185, 2.17913, 2.67484], [1.81186, 0.10144, -3.16804], [2.52331, 0.55700, -3.63484], [0.97358, 0.54366, -3.43300]],
  "mulliken_charge": [-0.49, -0.40, -0.36, -0.62, 0.37, 0.35, 0.23, 0.31, 0.31, 0.22, -0.58, 0.44, -0.45, -0.48, 0.46, 0.40, -0.56, 0.23, 0.35, 0.25, -0.56, 0.03, -0.30, -0.54, 0.30, 0.32, 0.04, 0.32, 0.15, 0.34, -0.42, 0.20, -0.76, -0.55, 0.27, -0.09, 0.26, 0.42, 0.39, 0.36, -0.32, -0.68, -0.32, -0.48, 0.28, 0.39, 0.28, 0.42, 0.25, 0.25, -0.37, -0.91, 0.24, -0.81, 0.24, 0.43, 0.27, 0.21, 0.11, 0.31, -0.67, 0.30, 0.40, -0.65, 0.30, 0.42, -0.73, 0.33, 0.34, -0.60, 0.24, 0.34],
  "e_tot_ha": -1687.36568,
  "lumo_energy_ev": 0.362,
  "homo_lumo_gap_ev": 10.3
}



[3]
{
  "formula": "C33H49Cl3GaN2O3PSi",
  "method": "ωB97M-V with the def2-TZVPD basis set",
  "species": ["C", "C", "H", "H", "H", "C", "C", "H", "H", "H", "H", "Ga", "Cl", "Cl", "H", "H", "C", "C", "N", "H", "C", "O", "H", "H", "H", "H", "H", "H", "C", "C", "N", "H", "C", "O", "H", "H", "H", "H", "O", "C", "C", "C", "H", "C", "H", "C", "H", "C", "C", "H", "H", "H", "Si", "Cl", "C", "C", "C", "H", "H", "H", "H", "H", "H", "H", "H", "H", "C", "P", "C", "C", "C", "C", "C", "C", "C", "C", "C", "C", "C", "C", "H", "H", "H", "H", "H", "H", "H", "H", "H", "H", "H", "H", "H"],
  "xyz": [[-2.12053, -2.32264, -5.26149], [-1.24241, -2.66480, -4.08087], [-2.23416, -3.22704, -5.88883], [-1.69751, -1.53411, -5.89197], [-3.10362, -1.98744, -4.91386], [-0.45871, -3.82851, -4.05655], [-0.29917, -4.76181, -5.17948], [0.08988, -4.09088, -3.14938], [0.18383, -4.35488, -6.07500], [-1.26336, -5.15241, -5.51233], [0.34171, -5.56980, -4.83265], [0.95846, 2.17614, -0.41697], [-1.23400, 1.76196, 0.21414], [1.69220, 3.84785, -1.62580], [2.11819, 4.78205, 3.76417], [-1.08240, 5.59939, 3.65151], [1.87058, 5.31027, 2.83002], [-0.62288, 5.83049, 2.67975], [0.52771, 4.96629, 2.39353], [2.59732, 5.03371, 2.04793], [0.34080, 3.87354, 1.68691], [1.29704, 3.13181, 1.27812], [-1.36244, 5.63720, 1.89126], [-0.69924, 3.64698, 1.44787], [1.88208, 6.38676, 3.01018], [-0.29217, 6.87051, 2.65595], [2.62065, 0.10519, -3.39429], [2.57032, -2.36075, -2.70864], [3.44749, 0.19917, -2.67792], [3.33357, -2.14122, -1.93627], [3.21721, -0.72890, -1.54636], [3.54463, 1.24007, -2.35602], [2.50870, -0.35995, -0.47946], [2.43742, 0.85451, -0.06493], [3.18713, -2.81026, -1.07283], [1.91333, -1.13675, 0.04256], [4.35084, -0.14068, -3.18407], [4.33531, -2.27683, -2.37661], [-0.70963, -1.44036, -3.46900], [-1.68883, -2.04678, -2.63386], [-0.02935, -2.95389, -0.92892], [-1.34963, -2.66513, -1.31323], [0.78358, -2.49275, -1.48435], [0.23363, -3.82880, 0.12780], [-2.66427, -1.52501, -2.65660], [-2.37455, -3.00788, -0.37963], [1.24763, -4.21436, 0.26513], [-0.78954, -4.26801, 0.96699], [-2.10102, -3.82244, 0.72307], [-3.39610, -2.63514, -0.54347], [-0.55975, -4.94609, 1.81497], [-2.91072, -4.14025, 1.39535], [-0.43147, 2.29659, -3.90732], [0.39803, 0.74966, -2.08846], [1.13266, 3.02905, -4.74094], [-1.44876, 3.47458, -2.80659], [-1.48563, 1.61588, -5.23112], [1.84984, 2.23363, -4.99971], [1.63972, 3.81486, -4.17365], [0.78961, 3.45846, -5.70431], [-0.96747, 0.81076, -5.74116], [-1.60263, 2.47868, -5.90546], [-2.45003, 1.31082, -4.83430], [-2.12300, 2.91112, -2.14050], [-2.08400, 4.07293, -3.48268], [-0.87650, 4.18352, -2.18855], [1.92847, -0.27758, 2.88184], [0.11682, -0.44523, 2.68759], [-0.25374, -1.88994, 3.74418], [0.75670, -2.73221, 4.24089], [0.41420, -3.84057, 5.01598], [-0.92341, -4.14162, 5.27185], [-1.93645, -3.32318, 4.75151], [-1.60447, -2.20579, 3.98655], [-0.49229, 0.91770, 3.74731], [-1.82016, 1.35138, 3.56725], [-2.27516, 2.49178, 4.21987], [-1.42542, 3.19676, 5.07796], [-0.13170, 2.72795, 5.31418], [0.33077, 1.57981, 4.67137], [2.41956, -1.09633, 2.34087], [2.21677, -0.32777, 3.93783], [2.24826, 0.67150, 2.43244], [1.80158, -2.51221, 4.03707], [1.21041, -4.47460, 5.41756], [-1.18614, -5.01339, 5.87556], [-2.98599, -3.55633, 4.93941], [-2.39615, -1.57474, 3.57149], [-2.48308, 0.80775, 2.89100], [-3.30030, 2.83529, 4.05364], [-1.77866, 4.10469, 5.57775], [0.52938, 3.25620, 6.01032], [1.33450, 1.21277, 4.88590]],
  "mulliken_charge": [-1.33, 1.21, 0.40, 0.14, 0.29, -0.46, -1.63, 0.17, 0.26, 0.31, 0.36, 1.12, -0.51, -0.37, 0.25, 0.21, -0.88, -0.78, 0.43, 0.29, 0.02, -0.70, 0.31, 0.25, 0.35, 0.36, 0.23, 0.39, -0.81, -0.99, 0.36, 0.20, 0.24, -0.36, 0.25, -0.01, 0.44, 0.36, -0.19, -0.97, 0.36, 0.62, 0.52, -0.89, 0.23, -0.67, 0.25, -0.39, -0.51, 0.33, 0.35, 0.40, 0.62, -0.34, -1.02, -0.94, -0.91, 0.27, 0.35, 0.39, 0.13, 0.44, 0.33, 0.24, 0.52, 0.24, -1.92, 1.03, 0.62, -0.39, -0.66, -0.51, -0.59, -0.63, 0.58, -0.48, -0.74, -0.57, -0.69, -0.36, 0.53, 0.70, 0.30, 0.25, 0.36, 0.36, 0.40, 0.24, 0.40, 0.36, 0.57, 0.44, 0.26],
  "e_tot_ha": -5558.27651,
  "lumo_energy_ev": 0.040,
  "homo_lumo_gap_ev": 3.4
}